# 1
Formula: C14H33N9O20S
Source: the Open Molecules 2025 dataset
Level of theory: wB97M-V/def2-TZVPD

Its energy relative to the best compared isomer or geometry (same formula, charge and spin) is 0.0 kcal/mol. As for the HOMO-LUMO gap: 7.74 eV. Its multiplicity is 1. For the molecular weight, the calculation gives 679.53 g/mol.

CARTESIAN COORDINATES (ANGSTROEM)
C: 0.547 -0.512 0.549
N: -0.625 0.087 1.220
O: -1.012 1.194 0.907
O: -1.100 -0.586 2.106
H: 1.230 -0.816 1.337
H: 1.010 0.234 -0.090
H: 0.204 -1.365 -0.029
C: 3.931 -3.001 -2.027
N: 2.632 -3.525 -1.561
O: 2.278 -4.617 -1.965
O: 2.068 -2.858 -0.713
H: 4.356 -3.574 -2.843
H: 4.624 -2.994 -1.188
H: 3.786 -1.956 -2.302
C: 1.051 3.291 1.618
N: 0.455 4.280 2.567
O: -0.626 4.009 3.038
O: 1.099 5.281 2.817
H: 1.933 3.757 1.198
H: 0.259 3.164 0.885
H: 1.215 2.346 2.123
C: -2.737 -3.048 -3.074
N: -1.741 -2.822 -1.986
O: -1.653 -3.661 -1.123
O: -1.043 -1.829 -2.070
H: -3.178 -2.073 -3.268
H: -3.467 -3.759 -2.715
H: -2.203 -3.379 -3.959
C: -3.170 4.199 0.350
N: -3.615 4.321 1.772
O: -3.614 5.429 2.267
O: -3.949 3.303 2.337
H: -2.502 5.036 0.198
H: -4.031 4.088 -0.302
H: -2.660 3.239 0.287
C: 4.062 0.702 -0.626
N: 4.252 0.248 0.781
O: 4.872 -0.782 0.963
O: 3.816 0.960 1.657
H: 3.539 1.651 -0.604
H: 3.370 0.039 -1.150
H: 5.039 0.670 -1.093
C: -1.346 -1.240 5.151
N: -2.769 -1.622 5.321
O: -3.017 -2.811 5.253
O: -3.575 -0.753 5.576
H: -0.724 -1.583 5.970
H: -1.249 -0.181 4.943
H: -1.040 -1.759 4.245
C: 3.115 -0.051 4.892
N: 1.895 -0.447 4.119
O: 1.669 -1.623 3.943
O: 1.231 0.466 3.660
H: 3.117 -0.656 5.795
H: 3.066 1.008 5.094
H: 3.951 -0.372 4.277
O: -0.121 0.248 -4.403
S: 1.169 -0.238 -4.116
O: 1.651 -0.264 -2.786
O: 1.356 -1.687 -4.727
C: 2.468 -1.784 -5.629
C: 3.227 -0.473 -5.456
O: 2.235 0.474 -5.076
H: 3.027 -2.671 -5.348
H: 2.070 -1.889 -6.638
H: 3.658 -0.113 -6.387
H: 4.012 -0.550 -4.700
C: -4.070 0.760 0.039
C: -3.717 0.294 -1.273
C: -4.840 0.214 -2.031
N: -5.891 0.636 -1.248
C: -5.407 1.019 -0.032
H: -3.362 0.927 0.829
H: -2.713 0.097 -1.621
H: -4.920 -0.075 -3.065
H: -6.789 0.926 -1.592
H: -6.069 1.399 0.731


# 2
Formula: C14H34F6N3O13PS
Source: the Open Molecules 2025 dataset
Level of theory: wB97M-V/def2-TZVPD

Its energy relative to the best compared isomer or geometry (same formula, charge and spin) is 55.0 kcal/mol. As for the net charge: +2. As for the HOMO-LUMO gap: 6.08 eV. Its multiplicity is 1. For the molecular weight, the calculation gives 629.46 g/mol.

CARTESIAN COORDINATES (ANGSTROEM)
N: 1.760 4.032 -0.985
H: 1.772 3.017 -0.907
H: 2.672 4.469 -1.016
H: 1.062 4.534 -0.450
H: 1.336 4.119 -1.903
N: -4.135 -0.629 -0.257
H: -3.840 -1.147 0.565
H: -4.609 0.224 0.011
H: -4.842 -1.144 -0.768
H: -3.377 -0.345 -0.867
N: -2.896 4.042 0.028
H: -3.408 4.495 -0.720
H: -3.419 3.284 0.447
H: -2.708 4.692 0.784
H: -1.964 3.796 -0.285
P: -0.177 0.731 -0.324
F: 0.535 -0.461 0.511
F: 1.230 1.513 -0.473
F: 0.105 -0.081 -1.638
F: -0.855 1.978 -1.156
F: -1.639 -0.029 -0.297
F: -0.503 1.431 1.177
C: 0.968 2.482 4.163
C: 0.834 3.955 3.840
C: -0.512 4.725 4.137
O: -0.027 5.859 4.748
C: 1.283 5.764 5.021
O: 1.920 6.624 5.571
O: 1.775 4.631 4.586
H: 1.064 2.386 5.245
H: 1.893 2.103 3.729
H: 0.073 1.990 3.782
H: 0.963 4.097 2.764
H: -0.988 4.004 4.804
H: -1.089 4.959 3.243
C: -0.306 -4.541 -1.737
C: 0.619 -3.616 -2.463
C: 1.834 -3.142 -1.704
O: 2.915 -3.823 -2.241
C: 2.455 -4.639 -3.268
O: 3.087 -5.488 -3.742
O: 1.166 -4.306 -3.582
H: -0.581 -4.393 -0.693
H: 0.150 -5.532 -1.703
H: -1.246 -4.620 -2.284
H: 0.019 -2.816 -2.899
H: 1.792 -3.368 -0.638
H: 2.021 -2.067 -1.735
C: 0.994 -3.076 2.970
C: -0.372 -3.733 3.012
C: -1.397 -2.916 3.787
O: -2.456 -2.720 2.851
C: -2.056 -3.095 1.659
O: -2.749 -3.021 0.672
O: -0.853 -3.686 1.689
H: 1.616 -3.673 2.301
H: 1.591 -2.845 3.852
H: 0.990 -2.151 2.391
H: -0.175 -4.752 3.345
H: -0.885 -2.035 4.172
H: -1.613 -3.606 4.604
C: 0.274 0.144 -4.534
C: 1.824 0.288 -4.247
O: 2.421 0.029 -5.488
S: 1.496 -0.975 -6.364
O: 1.601 -2.246 -5.665
O: 1.704 -0.936 -7.780
O: 0.190 -0.142 -5.907
H: -0.240 1.092 -4.384
H: -0.188 -0.696 -4.017
H: 2.120 -0.319 -3.392
H: 1.981 1.324 -3.948


# 3
Formula: C14H34N14O12
Source: the Open Molecules 2025 dataset
Level of theory: wB97M-V/def2-TZVPD

As for the net charge: -2. As for the HOMO-LUMO gap: 3.90 eV. Its multiplicity is 1. For the molecular weight, the calculation gives 590.51 g/mol.

CARTESIAN COORDINATES (ANGSTROEM)
C: 1.006 -1.127 -0.055
O: 0.290 -0.777 -1.000
O: 1.476 -2.263 -0.098
O: 1.455 -0.277 0.709
C: -4.165 2.766 1.463
C: -2.794 2.553 1.755
C: -2.093 3.401 2.534
C: -2.791 4.398 3.203
C: -4.113 4.666 2.982
C: -4.820 3.842 2.137
O: -6.108 4.057 1.987
O: -0.836 3.014 2.856
H: -4.806 2.080 0.930
H: -2.458 1.594 1.388
H: -2.326 5.025 3.949
H: -4.584 5.425 3.588
H: -6.410 3.579 1.211
H: -0.663 2.178 2.418
C: 1.384 3.875 -1.948
O: 1.670 4.825 -2.652
N: 0.118 3.539 -1.640
N: 2.174 3.140 -1.202
H: 0.099 2.768 -0.988
H: -0.564 4.284 -1.623
H: 1.949 2.273 -0.737
H: 3.046 3.546 -0.891
C: -3.504 0.204 -4.353
O: -4.198 0.583 -5.273
N: -3.303 0.841 -3.262
N: -2.879 -0.933 -4.248
H: -3.789 1.725 -3.218
H: -2.590 0.567 -2.601
H: -2.185 -1.138 -3.543
H: -2.865 -1.627 -4.981
C: 6.007 2.642 2.554
O: 6.135 2.399 1.397
N: 6.884 3.270 3.191
N: 4.893 2.329 3.256
H: 7.639 3.631 2.625
H: 6.829 3.338 4.198
H: 4.185 1.726 2.863
H: 4.675 2.702 4.169
C: -3.017 -3.439 2.317
O: -4.089 -3.792 2.769
N: -1.968 -3.312 3.082
N: -2.776 -3.073 1.046
H: -1.026 -3.223 2.729
H: -2.107 -3.613 4.036
H: -3.514 -3.141 0.359
H: -1.820 -2.906 0.766
C: 1.442 -0.599 -5.770
O: 1.611 -0.841 -6.942
N: 1.655 -1.434 -4.804
N: 0.979 0.537 -5.403
H: 1.885 -2.388 -5.044
H: 1.338 -1.246 -3.864
H: 0.696 0.610 -4.436
H: 0.517 0.980 -6.185
C: 0.211 -6.098 -3.171
O: 0.251 -6.888 -4.089
N: 1.109 -5.906 -2.245
N: -0.858 -5.400 -2.842
H: 1.916 -6.513 -2.281
H: 0.998 -5.158 -1.576
H: -1.605 -5.413 -3.522
H: -0.579 -4.627 -2.254
C: 2.947 -2.293 4.741
O: 3.385 -2.656 5.790
N: 3.179 -2.956 3.579
N: 2.190 -1.287 4.631
H: 3.618 -3.864 3.518
H: 2.630 -2.724 2.764
H: 1.859 -1.016 3.716
H: 1.872 -0.968 5.535


# 4
Formula: C14H35AgClN2O
Source: the Open Molecules 2025 dataset
Level of theory: wB97M-V/def2-TZVPD

As for the net charge: -1. As for the HOMO-LUMO gap: 6.71 eV. Its multiplicity is 1. For the molecular weight, the calculation gives 390.77 g/mol.

CARTESIAN COORDINATES (ANGSTROEM)
Ag: -0.506 0.752 -0.851
Cl: -1.303 1.548 -3.480
C: 0.470 4.327 2.194
C: -0.075 2.905 2.249
O: -0.562 2.290 1.076
H: 0.521 4.706 3.215
H: -0.149 4.915 1.518
H: 1.464 4.411 1.755
H: -0.886 3.010 2.969
H: 0.729 2.383 2.768
C: -1.167 -1.263 2.248
C: -2.518 -1.014 1.535
N: -2.283 -0.912 0.045
C: -1.854 -2.203 -0.447
C: -1.580 -2.229 -1.941
C: -3.419 -0.337 -0.707
C: -4.051 0.810 -0.029
H: -1.450 -1.353 3.297
H: -0.500 -0.403 2.317
H: -0.527 -2.103 1.981
H: -3.212 -1.828 1.746
H: -2.995 -0.121 1.938
H: -0.943 -2.612 -0.011
H: -2.640 -2.925 -0.224
H: -1.010 -3.140 -2.125
H: -2.473 -2.263 -2.565
H: -0.984 -1.399 -2.321
H: -4.189 -1.090 -0.873
H: -3.086 0.065 -1.664
H: -4.401 1.573 -0.724
H: -3.322 1.412 0.514
H: -4.870 0.608 0.662
C: 2.819 1.881 -0.197
C: 3.011 0.614 -1.055
N: 1.901 -0.339 -0.898
C: 2.122 -1.525 -1.726
C: 1.955 -1.178 -3.186
C: 1.657 -0.772 0.492
C: 2.903 -1.345 1.282
H: 1.911 2.361 -0.564
H: 3.621 2.600 -0.362
H: 2.745 1.609 0.856
H: 3.086 0.924 -2.097
H: 3.974 0.143 -0.858
H: 3.035 -2.056 -1.457
H: 1.292 -2.204 -1.531
H: 1.070 -0.613 -3.477
H: 2.857 -0.606 -3.405
H: 2.008 -2.044 -3.846
H: 0.865 -1.518 0.418
H: 1.257 0.076 1.048
H: 3.353 -2.251 0.876
H: 2.584 -1.620 2.288
H: 3.745 -0.655 1.331


# 5
Formula: C14H35GaN11O17S
Source: the Open Molecules 2025 dataset
Level of theory: wB97M-V/def2-TZVPD

As for the net charge: -1. As for the HOMO-LUMO gap: 5.51 eV. Its multiplicity is 1. For the molecular weight, the calculation gives 731.28 g/mol.

CARTESIAN COORDINATES (ANGSTROEM)
N: 0.402 -3.612 -3.126
C: 0.421 -2.824 -2.110
C: 0.217 -1.365 -2.212
Ga: -1.816 -1.062 -1.867
C: -2.355 0.927 -1.866
C: -3.903 1.083 -1.748
S: -4.756 0.592 -3.301
C: -5.759 -0.730 -2.712
N: -7.048 -0.876 -2.785
N: -7.340 -2.066 -2.151
C: -6.218 -2.544 -1.736
O: -5.172 -1.761 -2.062
H: 0.519 -4.572 -2.801
H: 0.556 -3.282 -1.115
H: 0.840 -0.822 -1.505
H: 0.407 -1.077 -3.253
H: -2.542 -1.775 -3.115
H: -2.206 -1.764 -0.462
H: -2.013 1.369 -2.804
H: -1.886 1.430 -1.009
H: -4.229 0.422 -0.936
H: -4.172 2.113 -1.493
H: -6.048 -3.450 -1.174
C: 1.363 -0.544 2.621
N: 1.377 -0.088 1.207
O: 0.323 -0.067 0.615
O: 2.455 0.244 0.743
H: 0.347 -0.800 2.888
H: 2.017 -1.409 2.701
H: 1.727 0.278 3.228
C: 4.590 -3.537 3.789
N: 3.277 -3.249 4.425
O: 3.238 -3.143 5.634
O: 2.323 -3.136 3.680
H: 5.342 -3.610 4.564
H: 4.489 -4.475 3.250
H: 4.808 -2.721 3.111
C: -9.806 1.366 -1.954
N: -9.661 2.524 -1.030
O: -10.265 2.489 0.024
O: -8.946 3.434 -1.396
H: -10.470 0.642 -1.497
H: -10.219 1.744 -2.884
H: -8.817 0.939 -2.112
C: -2.439 2.394 2.359
N: -1.469 2.061 3.440
O: -0.439 1.514 3.109
O: -1.779 2.353 4.577
H: -2.023 2.067 1.411
H: -3.364 1.870 2.580
H: -2.587 3.470 2.376
C: -4.509 4.660 -4.286
N: -3.455 4.095 -3.401
O: -2.618 3.384 -3.915
O: -3.512 4.389 -2.226
H: -4.330 4.313 -5.297
H: -5.468 4.308 -3.915
H: -4.438 5.743 -4.223
C: 0.517 4.485 -3.126
N: 0.660 5.870 -3.653
O: 0.207 6.781 -2.990
O: 1.223 5.998 -4.721
H: -0.003 4.528 -2.176
H: -0.054 3.915 -3.853
H: 1.516 4.076 -3.007
C: 8.749 -1.076 2.682
N: 7.412 -1.711 2.827
O: 7.356 -2.927 2.810
O: 6.461 -0.971 2.951
H: 9.491 -1.852 2.582
H: 8.713 -0.449 1.795
H: 8.925 -0.481 3.573
C: 10.845 -5.471 4.164
N: 10.826 -4.087 3.621
O: 10.139 -3.265 4.190
O: 11.500 -3.872 2.635
H: 10.200 -5.508 5.034
H: 10.485 -6.132 3.381
H: 11.873 -5.703 4.427


# 6
Formula: C14H35N3NiS2
Source: the Open Molecules 2025 dataset
Level of theory: wB97M-V/def2-TZVPD

Its energy relative to the best compared isomer or geometry (same formula, charge and spin) is 28.9 kcal/mol. The expectation value of S² is 2.008. As for the net charge: +2. As for the HOMO-LUMO gap (spin up / spin down): 7.79 / 6.06 eV. Its multiplicity is 3. For the molecular weight, the calculation gives 368.28 g/mol.

CARTESIAN COORDINATES (ANGSTROEM)
Ni: 0.520 -0.328 -0.578
S: 0.965 -0.780 1.650
S: 0.231 1.851 -1.007
C: 1.611 0.403 2.880
C: 2.574 -1.482 1.171
C: 3.441 -0.485 0.410
N: 2.689 -0.027 -0.833
C: 2.986 1.406 -1.248
C: 1.774 1.966 -1.982
H: 2.373 -2.364 0.542
H: 3.049 -1.758 2.118
H: 4.429 -0.896 0.136
H: 3.624 0.410 1.004
H: 3.906 1.458 -1.863
H: 3.195 1.972 -0.336
H: 1.593 1.376 -2.895
H: 1.892 3.034 -2.195
C: 0.608 3.125 0.239
H: 3.034 -0.613 -1.609
H: 1.264 2.771 1.045
H: -0.342 3.475 0.669
H: 1.080 3.964 -0.293
H: 0.850 0.526 3.663
H: 1.845 1.378 2.438
H: 2.508 -0.045 3.331
C: 0.964 -2.446 -2.905
C: -0.223 -3.071 -3.111
H: 1.760 -2.896 -2.300
H: 1.292 -1.589 -3.513
H: -0.487 -4.060 -2.700
H: -0.959 -2.752 -3.867
C: -3.027 2.000 0.809
N: -2.257 1.042 1.585
C: -1.867 1.543 2.882
C: -2.763 -0.311 1.574
C: -2.925 -0.923 0.165
N: -1.679 -1.150 -0.568
C: -1.177 -2.512 -0.287
C: -1.862 -0.817 -1.997
H: -2.487 2.959 0.828
H: -4.063 2.173 1.190
H: -3.087 1.634 -0.229
H: -1.412 0.745 3.476
H: -1.121 2.316 2.711
H: -2.677 2.000 3.474
H: -2.077 -0.935 2.174
H: -3.795 -0.412 1.972
H: -3.371 -1.910 0.336
H: -3.607 -0.345 -0.463
H: -1.905 -3.284 -0.615
H: -0.216 -2.648 -0.814
H: -1.010 -2.544 0.799
H: -2.084 0.260 -2.053
H: -0.913 -0.982 -2.533
H: -2.660 -1.420 -2.475


Q: The highest molecular weight belongs to which entry?
A: C14H35GaN11O17S


Q: molecular weight of number 6 (C14H35N3NiS2)?
A: 368.28 g/mol


Q: The lowest molecular weight belongs to which entry?
A: C14H35N3NiS2


Q: Which value of multiplicity does entry 3 give?
A: 1